[1]
Density functional theory data (ωB97M-V/def2-TZVPD) for a cluster of 10 separate species, C20H35N5O5 in total at a distorted geometry.

Computed properties:
SMILES: c1cc[nH]c1.c1cc[nH]c1.c1cc[nH]c1.c1cc[nH]c1.c1cc[nH]c1.O.O.O.O.O
Strongest force on any atom, eV Å⁻¹: 3.10
Highest occupied orbital energy, Eh: -0.308

The geometry in XYZ format:
```
65
Properties=species:S:1:pos:R:3:mulliken_charge:R:1
N 11.192 7.742 13.385 0.07
C 11.417 7.721 12.023 -0.73
C 12.761 7.670 11.826 0.10
C 13.390 7.610 13.102 -0.78
C 12.346 7.667 14.016 -0.42
H 10.282 7.666 13.810 0.21
H 10.546 7.645 11.410 0.50
H 13.197 7.847 10.868 0.27
H 14.440 7.468 13.383 0.38
H 12.280 7.533 15.110 0.40
N 12.441 11.064 11.816 0.50
C 12.934 11.718 12.995 -0.59
C 12.517 13.021 12.927 -0.62
C 11.745 13.202 11.727 -0.28
C 11.744 11.979 11.114 -0.73
H 12.548 10.120 11.522 0.08
H 13.347 11.221 13.835 0.44
H 12.746 13.794 13.635 0.44
H 11.172 14.085 11.473 0.43
H 11.291 11.618 10.188 0.21
N 8.887 8.516 7.914 0.13
C 9.927 7.815 8.398 -0.10
C 9.966 6.570 7.852 -1.04
C 8.939 6.526 6.903 -0.27
C 8.229 7.718 6.956 -0.83
H 8.577 9.395 8.247 0.23
H 10.497 8.198 9.235 0.54
H 10.692 5.812 8.145 0.40
H 8.710 5.684 6.304 0.49
H 7.397 7.960 6.368 0.46
N 14.888 13.325 10.339 0.54
C 15.173 14.019 9.149 -0.17
C 16.091 15.038 9.400 -0.74
C 16.390 14.919 10.799 -0.46
C 15.702 13.842 11.310 -0.58
H 14.023 12.801 10.424 0.16
H 14.389 13.844 8.365 0.10
H 16.411 15.764 8.680 0.48
H 17.093 15.526 11.408 0.36
H 15.723 13.415 12.305 0.43
N 14.444 10.804 8.606 0.44
C 14.365 9.456 8.839 -1.55
C 13.215 8.954 8.282 0.12
C 12.553 10.033 7.628 0.52
C 13.344 11.143 7.846 -1.72
H 15.311 11.339 8.752 0.27
H 15.239 8.885 9.148 0.44
H 13.019 7.915 8.337 0.77
H 11.575 10.064 7.167 0.54
H 13.091 12.157 7.559 0.21
O 14.686 7.581 4.521 -0.65
H 13.876 7.571 5.087 0.39
H 14.277 7.603 3.647 0.31
O 15.251 10.423 5.001 -0.64
H 15.088 10.239 5.930 0.31
H 15.495 9.615 4.640 0.32
O 11.828 7.267 5.380 -0.69
H 11.367 6.453 5.493 0.33
H 11.449 7.852 6.053 0.31
O 8.882 11.522 8.145 -0.65
H 8.374 12.258 8.427 0.29
H 9.806 11.663 8.354 0.33
O 17.617 11.466 9.120 -0.66
H 17.549 11.495 10.090 0.31
H 17.882 12.321 8.745 0.30
```

***

[2]
Density functional theory data (ωB97M-V/def2-TZVPD) for the molecule C20H35NOS.

Computed properties:
SMILES: CCCCCCCCN[C@@H](C)[C@@H](O)c1ccc(SC(C)C)cc1
Energy above the lowest of the compared OMol25 structures with the same formula, charge and spin, kcal/mol: 2.0
Strongest force on any atom, eV Å⁻¹: 0.52
Highest occupied orbital energy, Eh: -0.290

The geometry in XYZ format:
```
58
Properties=species:S:1:pos:R:3:mulliken_charge:R:1
C 6.074 3.356 -1.326 -1.36
H 7.101 3.688 -1.193 0.37
C 5.677 2.381 -0.224 -0.25
C 4.239 1.897 -0.395 -0.63
C 3.747 1.026 0.762 -0.60
C 4.512 -0.285 0.956 -0.84
C 4.524 -1.215 -0.260 -0.91
C 3.141 -1.605 -0.782 -0.04
C 2.305 -2.366 0.256 -0.90
N 1.068 -2.942 -0.232 -0.26
H 1.248 -3.607 -0.976 0.28
C 0.004 -2.024 -0.617 0.34
C -0.087 -1.759 -2.118 -1.76
H -0.271 -2.690 -2.652 0.37
H -0.904 -1.074 -2.327 0.40
H 0.836 -1.323 -2.491 0.45
H 0.164 -1.081 -0.084 0.34
C -1.326 -2.634 -0.085 -0.11
C -2.436 -1.622 -0.154 0.04
C -3.376 -1.648 -1.177 -0.36
C -4.371 -0.694 -1.243 -0.85
C -4.444 0.310 -0.282 0.63
C -3.505 0.346 0.740 -0.56
C -2.516 -0.616 0.800 -0.49
H -1.799 -0.599 1.606 0.47
H -3.531 1.123 1.489 0.23
S -5.731 1.509 -0.479 -0.26
C -6.098 2.068 1.242 0.57
C -7.138 3.172 1.135 -1.57
H -8.051 2.787 0.688 0.38
H -6.769 3.987 0.516 0.40
H -7.370 3.560 2.125 0.41
C -6.590 0.899 2.077 -1.23
H -6.798 1.230 3.093 0.37
H -5.847 0.105 2.116 0.37
H -7.505 0.495 1.648 0.29
H -5.171 2.478 1.651 0.26
H -5.103 -0.716 -2.035 0.41
H -3.334 -2.427 -1.925 0.39
O -1.144 -3.056 1.244 -0.64
H -0.232 -3.387 1.287 0.36
H -1.581 -3.504 -0.715 0.37
H 2.903 -3.191 0.658 0.32
H 2.047 -1.702 1.085 0.30
H 3.272 -2.245 -1.660 0.45
H 2.603 -0.711 -1.100 -0.05
H 5.079 -0.740 -1.071 0.35
H 5.066 -2.124 0.014 0.42
H 4.075 -0.813 1.806 0.42
H 5.547 -0.059 1.220 0.44
H 3.824 1.602 1.689 0.44
H 2.688 0.808 0.608 0.17
H 4.152 1.351 -1.336 0.19
H 3.584 2.769 -0.466 0.47
H 6.359 1.530 -0.240 0.25
H 5.778 2.871 0.748 0.28
H 5.427 4.231 -1.315 0.34
H 5.990 2.883 -2.302 0.34
```

***

[3]
Density functional theory data (ωB97M-V/def2-TZVPD) for a structure of composition C20H36Al2B2ClF5LiN2O15P at a distorted geometry.

Computed properties:
Strongest force on any atom, eV Å⁻¹: 4.79
Highest occupied orbital energy, Eh: -0.330

The geometry in XYZ format:
```
85
Properties=species:S:1:pos:R:3:mulliken_charge:R:1
C 0.880 1.458 4.036 -1.18
C -0.140 1.575 2.815 0.49
O 0.320 2.522 1.738 -0.67
C 0.876 1.650 0.725 0.80
C 1.664 2.402 -0.452 -0.50
O 1.851 1.502 -1.574 -0.16
N 3.076 0.913 -1.538 -0.57
P 3.081 -0.616 -0.696 0.48
C 1.817 -1.860 -1.382 0.09
C 0.834 -2.237 -0.173 -1.43
C 4.802 -1.343 -0.518 -0.34
C 5.660 -0.281 0.353 -0.97
H 0.628 2.321 4.755 0.37
H 1.983 1.458 3.730 0.31
H 0.675 0.468 4.582 0.35
H -0.189 0.511 2.318 0.17
H -1.236 1.797 3.136 0.49
H 1.695 0.976 1.269 0.05
H 0.091 0.970 0.198 -0.07
H 0.977 3.261 -0.802 0.34
H 2.636 2.876 -0.080 0.36
H 1.200 -1.297 -2.177 0.44
H 2.270 -2.765 -1.914 -0.11
H 0.165 -1.297 0.206 0.95
H 0.101 -3.073 -0.405 0.65
H 1.521 -2.551 0.713 0.23
H 4.704 -2.282 0.138 0.36
H 5.304 -1.650 -1.492 0.40
H 5.626 0.781 -0.059 0.38
H 5.274 -0.305 1.448 0.18
H 6.738 -0.645 0.330 0.33
Li -1.817 3.077 1.814 1.04
B 2.639 -4.859 -5.472 0.46
O 2.768 -4.289 -4.118 -0.18
C 3.516 -5.125 -3.402 0.82
O 3.815 -4.956 -2.244 -0.59
C 3.910 -6.268 -4.238 0.39
O 4.590 -7.213 -3.888 -0.56
O 3.403 -6.127 -5.454 -0.45
F 3.190 -3.970 -6.434 -0.32
F 1.267 -5.119 -5.767 -0.35
Al 0.738 -0.455 1.315 -0.56
C -7.186 2.289 -3.661 -1.21
C -6.018 3.206 -3.322 -0.16
C -4.652 2.545 -3.515 -0.75
C -4.383 1.325 -2.624 -0.84
C -4.490 1.584 -1.121 -0.15
C -3.475 2.589 -0.618 -0.12
H -7.214 1.413 -3.009 0.29
H -8.132 2.822 -3.538 0.39
H -7.123 1.947 -4.697 0.30
H -6.126 3.573 -2.295 0.05
H -6.070 4.088 -3.969 0.38
H -3.872 3.297 -3.349 0.28
H -4.552 2.235 -4.560 0.42
H -3.379 0.949 -2.849 0.37
H -5.069 0.521 -2.891 0.40
H -4.319 0.603 -0.547 0.27
H -5.503 1.912 -0.863 0.30
H -2.455 2.248 -0.831 0.30
H -3.577 2.710 0.463 -0.34
H -3.614 3.572 -1.078 0.26
Cl -1.471 -1.565 -0.195 -0.40
B 7.525 -3.014 5.200 0.51
O 7.822 -3.598 3.878 -0.41
C 6.920 -3.129 3.027 0.64
O 6.876 -3.411 1.849 -0.60
C 6.001 -2.228 3.732 0.57
O 5.066 -1.638 3.236 -0.59
O 6.343 -2.150 5.008 -0.40
F 8.634 -2.235 5.653 -0.36
F 7.232 -4.047 6.141 -0.36
F -4.067 -0.677 -1.183 -0.44
Al 2.289 -8.249 -4.024 0.73
C -6.397 4.738 1.677 -0.66
C -5.324 4.366 2.688 0.53
O -5.330 5.017 3.750 -0.60
O -4.547 3.436 2.331 -0.60
H -7.030 5.546 2.050 0.30
H -5.930 5.066 0.744 0.17
H -7.029 3.870 1.472 0.25
N -2.323 -0.366 5.129 1.08
O -2.710 0.496 4.319 -0.58
O -3.019 -0.657 6.101 -0.56
O -1.227 -0.932 4.951 -0.60
```